Entry 1:
84
Properties=species:S:1:pos:R:3:mulliken_charge:R:1 method="wB97M-V/def2-TZVPD" de_lowest_ev=0.210 multiplicity=3 charge=+1 lumo_energy_ev="-2.92 / -5.74" gap_ev="7.656 / 5.037"
Pd 0.267 -0.666 -0.271 -0.1089
Ge -2.100 -0.495 -0.857 0.5402
Ge -0.008 1.717 -0.724 0.8622
S 0.362 -0.810 2.113 -0.4083
S 2.647 -0.513 -0.752 -0.3839
N 3.847 1.579 0.477 0.4274
N 0.646 -8.460 -0.684 -0.4231
N 3.645 -0.164 1.791 0.3195
N 2.504 -2.499 2.490 0.4562
N 0.623 -3.102 -0.688 0.3673
N 0.548 -3.439 2.753 0.2057
C 1.815 -5.158 -0.442 -0.6052
C -2.790 1.326 -0.807 -0.2284
C -2.249 3.764 -0.790 0.5136
C 4.370 1.929 1.689 -0.2780
C 1.252 3.807 1.161 -1.3900
C 0.670 -7.313 -0.736 -0.2028
C -1.234 4.717 -0.900 -0.0268
C -0.491 -5.184 -1.086 -0.9437
C -3.565 4.223 -0.685 -0.5080
C 1.185 -2.287 2.406 0.0069
C -4.410 -1.019 0.904 -1.3535
C -3.839 5.579 -0.668 -0.7443
C -2.814 6.511 -0.760 -0.4857
C -4.190 -0.931 -2.853 -1.1760
C -1.907 2.328 -0.776 -0.0675
C -2.979 -1.496 0.658 -0.1900
C 1.742 -3.775 -0.425 -0.2594
C 4.237 0.845 2.499 -0.7412
C 0.798 2.354 1.018 0.1511
C 3.406 0.297 0.551 -0.2024
C -0.886 -3.633 2.779 -0.8590
C 2.698 -3.803 2.875 -0.7329
C 3.851 2.395 -0.722 -1.0935
C -1.504 6.075 -0.885 -1.6427
C 0.671 -5.880 -0.763 0.6756
C -0.462 -3.803 -1.030 -0.4885
C -2.701 -1.209 -2.634 -0.6834
C 1.489 -4.388 3.045 -0.3977
C 0.755 1.939 -2.585 -0.8489
C 1.083 3.357 -3.057 -1.0365
B 3.811 -1.655 2.247 -0.0922
H -1.101 -4.611 3.201 0.3479
H -2.515 -2.281 -2.714 0.3384
H -4.806 -1.505 1.798 0.4342
H 2.619 -3.184 -0.192 0.2835
H -2.371 -1.324 1.544 0.2347
H -3.036 7.569 -0.733 0.4101
H -1.392 -5.708 -1.371 0.5315
H 4.574 2.009 -1.439 0.3681
H 0.407 4.486 1.079 0.4665
H -2.968 -2.566 0.438 0.2736
H -0.696 6.791 -0.966 0.3990
H 3.690 -4.197 3.010 0.5458
H 1.623 1.289 -2.681 0.4810
H -1.292 -3.573 1.772 0.2055
H -1.349 -3.231 -1.263 0.2165
H -4.447 0.058 1.067 0.3052
H -3.860 1.514 -0.867 0.5452
H 1.229 -5.388 3.347 0.4544
H -4.806 -1.416 -2.096 0.2644
H -0.009 2.148 1.726 0.5884
H 2.741 -5.663 -0.208 0.5692
H 2.866 2.372 -1.180 0.3354
H 1.803 3.853 -2.402 0.1818
H 1.514 3.314 -4.058 0.3749
H 1.603 1.672 1.269 -0.3855
H -1.360 -2.866 3.389 0.3682
H 4.779 2.905 1.884 0.5248
H -5.071 -1.263 0.072 0.2542
H 1.987 4.084 0.400 0.1692
H -0.036 1.518 -3.211 0.5403
H 4.427 -2.225 1.383 0.0444
H 0.191 3.979 -3.108 0.3915
H -4.863 5.919 -0.575 0.4122
H 4.392 -1.621 3.293 -0.2002
H 1.708 3.955 2.142 0.3970
H -0.214 4.372 -1.006 0.9317
H -2.111 -0.719 -3.410 0.5221
H -4.494 -1.322 -3.825 0.3952
H 4.532 0.718 3.525 0.5565
H 4.112 3.416 -0.459 0.3507
H -4.406 0.137 -2.839 0.2794
H -4.387 3.523 -0.612 0.3704

***

Entry 2:
23
Properties=species:S:1:pos:R:3:nbo_charge:R:1 method="wB97M-V/def2-TZVPD" de_lowest_ev=5.398 multiplicity=2 charge=+2 lumo_energy_ev="-8.97 / -14.58" gap_ev="9.907 / 4.300"
N 2.196 -2.882 0.685 -0.3364
C 0.623 0.194 -0.365 -0.0203
C -1.342 0.966 -2.492 -0.6112
C 0.371 0.045 2.268 -0.6025
C -1.086 0.468 0.098 -0.5559
C 0.213 0.706 0.913 -0.2089
C -1.504 1.483 -1.031 -0.3941
H 2.104 -3.818 0.246 0.4471
H -1.888 1.693 -3.095 0.2609
H -1.942 0.556 0.849 0.4400
H -1.810 -0.001 -2.643 0.2189
H -0.964 2.445 -1.014 0.2400
H -0.477 0.338 2.895 0.2650
H -0.292 0.932 -2.762 0.2003
H -2.532 1.774 -0.886 0.2498
H 0.417 -1.041 2.130 0.1877
H 1.257 0.437 2.798 0.2683
H 0.327 1.751 1.183 0.2877
H -1.359 -0.560 -0.187 0.3074
H 1.258 0.820 -0.977 0.2879
H 3.054 -2.541 0.208 0.4192
H 2.554 -2.899 1.658 0.4411
H 0.820 -0.866 -0.479 0.2080

***

Entry 3:
99
Properties=species:S:1:pos:R:3:mulliken_charge:R:1 method="wB97M-V/def2-TZVPD" de_lowest_ev=0.648 multiplicity=6 lumo_energy_ev="-0.99 / -4.82" gap_ev="4.566 / 3.672"
Ir 0.574 0.215 -0.444 2.0854
S 3.280 -3.563 -2.419 1.1239
S 1.685 -2.366 -1.429 0.4909
O 4.032 -2.537 -3.089 -0.4564
O -6.576 -5.384 -1.931 -0.6084
O -2.248 -0.030 -2.099 -0.6602
O -5.763 -5.959 -0.022 -0.6040
O 1.390 0.766 7.655 -0.7113
O 2.477 -4.428 -3.230 -0.5267
O 1.574 2.823 7.016 -0.7278
O 3.854 -4.107 -1.223 -0.5335
O -0.975 -1.098 -0.581 0.7565
N 0.760 -0.560 1.588 0.5929
N 0.921 2.245 1.905 0.9339
N 0.385 0.738 -2.533 0.0358
N 1.831 2.722 -0.941 0.7996
N 1.405 1.621 6.764 0.9833
N -5.791 -5.253 -1.012 1.0088
N 0.285 2.068 -2.740 0.2171
N -0.701 2.992 -0.680 0.1166
N -1.091 1.872 -0.050 0.4604
N 2.187 1.488 -0.487 0.2716
C 0.928 -0.770 4.002 1.0386
C 0.688 -2.738 2.652 -1.3120
C 0.881 0.029 2.811 -0.0694
C -4.004 -2.217 -2.207 -0.2621
C -2.386 0.047 2.122 -0.5503
C -4.913 -3.255 -2.141 -0.8628
C -4.815 -4.169 -1.102 -0.2101
C 3.481 1.563 -0.095 0.0728
C 0.986 1.470 2.985 -0.6049
C 4.378 0.491 0.453 0.4372
C -2.993 -2.113 -1.257 0.7853
C -1.161 -1.681 -4.762 -1.7342
C 1.164 2.046 4.289 1.2286
C 1.339 -1.614 -5.047 -1.7922
C 4.074 0.158 1.921 -1.3323
C -1.517 4.011 -0.357 -0.3187
C 0.047 2.333 -4.022 -0.8051
C 0.670 -1.907 1.538 -0.0040
C 0.172 -1.287 -4.127 2.2086
C -2.903 -3.041 -0.224 -0.0871
C 3.934 2.864 -0.306 -1.3786
C -3.823 -4.071 -0.139 -0.7198
C 4.383 -0.762 -0.387 -1.1157
C 1.187 4.206 3.211 -1.3122
C -2.162 2.171 0.688 -0.1682
C 0.814 -2.186 3.886 -1.1982
C 2.866 3.552 -0.837 -0.3752
C 1.266 3.449 4.351 -0.8532
C -2.023 -0.965 -1.355 -0.6554
C -4.284 0.905 0.697 -1.5078
C 1.006 3.556 1.998 -0.0883
C 1.223 1.178 5.432 -1.0758
C -2.459 3.536 0.515 -1.6991
C -3.045 1.283 1.524 0.4057
C 0.189 0.152 -3.742 -0.2092
C -0.029 1.146 -4.698 -0.9018
C 1.090 -0.195 5.251 -0.8218
B 0.486 3.077 -1.629 -0.5686
H -1.248 -1.241 -5.756 0.3761
H 1.257 5.284 3.249 0.5142
H -4.980 0.327 1.307 0.4276
H 0.571 -2.354 0.569 -0.1317
H -2.117 -2.944 0.512 0.4324
H 3.424 -1.282 -0.281 -0.5690
H 0.838 -2.789 4.784 0.4834
H -0.220 0.994 -5.744 0.5873
H 3.253 -0.551 1.988 0.0887
H 0.563 4.178 -2.075 -0.1050
H 4.916 3.243 -0.090 0.5590
H 1.316 -2.665 -5.322 0.4878
H 0.275 -1.888 -3.200 -0.9304
H 1.127 -0.824 6.127 0.6160
H 4.950 -0.297 2.381 0.5654
H -1.994 -1.328 -4.157 0.3033
H -3.135 -0.546 2.648 0.6106
H 0.922 4.124 1.086 0.0362
H -4.069 -1.470 -2.985 0.5360
H 0.611 -3.806 2.505 0.5388
H 5.384 0.917 0.410 0.5356
H -1.373 5.000 -0.755 0.4999
H -5.702 -3.364 -2.870 0.5045
H -3.788 -4.798 0.658 0.5231
H -4.000 0.310 -0.169 0.1911
H -3.388 1.910 2.353 0.6992
H -1.615 0.332 2.835 0.0024
H -1.942 -0.574 1.351 -0.3605
H 1.283 -1.013 -5.957 0.3364
H 4.543 -0.548 -1.439 0.6560
H -1.223 -2.764 -4.866 0.4260
H -4.793 1.801 0.341 0.4474
H -0.056 3.343 -4.376 0.5647
H -3.259 4.080 0.986 0.5937
H 2.289 -1.413 -4.574 0.4147
H 5.156 -1.452 -0.052 0.4089
H 1.404 3.909 5.312 0.6330
H 2.778 4.584 -1.128 0.5241
H 3.813 1.056 2.481 0.3422

***

Entry 4:
10
Properties=species:S:1:pos:R:3:nbo_charge:R:1 method="wB97M-V/def2-TZVPD" de_lowest_ev=0.870 lumo_energy_ev=0.85 gap_ev=11.911 smiles=FCCl.FCF
Cl 1.817 1.563 -0.457 -0.0644
F -2.594 1.137 -0.462 -0.3431
F 2.889 -0.771 -0.699 -0.3384
F -1.114 -0.469 -0.792 -0.3497
C -2.182 -0.088 -0.049 0.4366
C 2.152 -0.057 0.189 0.0479
H -1.879 -0.024 1.000 0.1261
H -2.995 -0.804 -0.202 0.1308
H 2.713 0.065 1.118 0.1742
H 1.194 -0.553 0.353 0.1799

***

Entry 5:
11
Properties=species:S:1:pos:R:3:nbo_charge:R:1 method="wB97M-V/def2-TZVPD" de_lowest_ev=4.145 lumo_energy_ev=0.59 gap_ev=8.512
S -0.441 -1.711 0.668 0.4053
O 0.064 1.801 -0.773 -0.5164
N -2.087 0.748 0.468 -0.8607
N 0.201 0.527 -0.300 -0.1007
C 1.217 -1.459 0.051 -0.4320
C -0.808 -0.058 0.362 0.1757
C 1.378 -0.206 -0.455 -0.0507
H -2.780 0.033 0.927 0.3423
H 1.841 -2.370 0.076 0.2571
H 2.047 0.477 -0.985 0.2561
H -0.633 2.219 -0.039 0.5240

***

Entry 6:
14
Properties=species:S:1:pos:R:3:nbo_charge:R:1 method="wB97M-V/def2-TZVPD" de_lowest_ev=5.660 lumo_energy_ev=0.66 gap_ev=10.050
O -0.808 0.988 2.028 -0.5256
O -0.207 1.368 -1.447 -0.7559
N 0.413 -1.075 0.647 -0.5994
C -1.324 0.680 0.981 0.4412
C 1.382 -0.338 -0.162 -0.4069
C -0.805 -0.471 0.137 -0.2224
C -0.147 0.078 -1.143 0.2162
H 0.520 -0.886 1.640 0.3876
H 0.880 0.803 -0.878 0.5043
H -1.626 -1.177 -0.052 0.2139
H 2.078 -0.964 -0.725 0.2094
H 1.941 0.436 0.390 0.2255
H -0.075 -0.658 -1.962 0.1782
H -2.216 1.204 0.592 0.1339

***

Entry 7:
104
Properties=species:S:1:pos:R:3:mulliken_charge:R:1 method="wB97M-V/def2-TZVPD" de_lowest_ev=10.163 lumo_energy_ev=-0.76 gap_ev=7.209
O 4.375 0.261 -2.479 -0.6437
O -4.095 -3.106 0.274 -0.8336
O 3.399 3.089 2.918 -0.6011
O -2.156 -0.846 -0.942 -0.7094
O -3.259 -2.429 4.288 -0.7578
O 4.799 5.236 -2.061 -0.7340
O 0.255 4.835 -0.929 -0.8036
O 1.270 -4.603 2.330 -0.6639
O 1.527 1.936 -0.508 -0.6279
O 0.021 0.732 5.353 -0.7730
O 3.245 -1.665 2.868 -0.7417
O -3.731 3.760 -3.791 -0.7200
O -0.009 -2.780 -2.667 -0.6324
N 3.897 -1.042 -4.214 -0.3914
N 0.616 0.197 0.587 0.8384
N 3.223 5.217 3.203 -0.4315
N -1.717 2.187 5.478 -0.4387
N -1.414 1.192 3.677 -0.0914
N 1.887 -3.258 0.608 -0.0336
N -2.676 1.862 -3.881 -0.4794
N -1.352 3.456 -1.617 -0.0546
N 2.191 4.336 1.542 0.0214
N -0.299 -4.943 -2.109 -0.3670
N -1.926 -3.660 0.082 0.0402
N -1.435 -2.816 5.592 -0.3540
N -1.134 -2.165 3.577 0.1901
N 1.513 -1.373 4.326 -0.2780
N 2.968 4.174 -1.544 0.1990
N -4.798 1.863 -4.076 -0.3202
N -2.337 -1.143 -3.130 -0.2162
N 0.897 -4.562 -3.865 -0.4249
N 0.314 0.430 -1.494 0.9228
N 2.306 0.314 3.384 -0.2000
N 2.471 -0.816 -2.667 -0.0168
N 2.995 6.290 -1.415 -0.3089
N -3.245 -5.082 0.822 -0.3941
N -4.065 -1.441 -1.854 -0.1937
N 1.240 -5.290 0.257 -0.3939
N -1.395 5.329 -2.430 -0.3144
C 0.875 0.964 -0.459 0.1400
C -2.025 -2.390 4.507 0.8237
C -3.161 -3.882 0.375 0.6093
C 0.259 -4.014 -2.877 0.4885
C 3.007 4.112 2.561 0.5964
C 2.443 -0.984 3.481 0.6371
C 1.532 -4.401 1.161 0.6338
C 3.670 5.187 -1.706 0.6859
C -0.895 1.346 4.879 0.7305
C 3.615 -0.443 -3.093 0.5949
C -2.794 -1.168 -1.931 0.5095
C -3.721 2.585 -3.967 0.5762
C -0.763 4.557 -1.586 0.6958
H 1.466 -2.319 4.676 0.2938
H 0.961 0.558 1.465 -0.3702
H -4.402 -1.919 -1.030 0.3674
H 3.247 3.225 -1.746 0.0551
H 2.112 6.141 -0.948 0.1553
H -1.168 0.466 3.019 -0.0341
H -2.047 -3.328 6.212 0.2504
H -2.216 1.797 3.574 0.1364
H -2.453 -5.704 0.897 0.1299
H 3.363 7.208 -1.616 0.1797
H 2.200 -3.249 -0.353 0.1338
H 2.176 -0.517 -1.749 -0.0729
H -4.496 -1.436 -2.768 0.1217
H -1.227 -4.388 0.122 0.3490
H 1.309 -5.049 -0.721 0.0922
H 3.877 5.238 3.972 0.2528
H -4.179 -5.424 0.997 0.2638
H -2.162 4.986 -2.990 0.1449
H -2.825 0.920 -3.550 0.2482
H 1.291 -3.897 -4.515 0.2666
H 0.783 -0.693 4.486 0.0196
H 2.007 4.425 -1.360 -0.0737
H -4.868 0.856 -4.048 0.1298
H 0.351 0.829 -2.422 0.3007
H -2.146 3.256 -2.208 0.0544
H 0.969 -6.215 0.558 0.2227
H -1.633 -2.694 0.053 -0.1702
H -2.885 -1.476 -3.910 0.2740
H -1.385 -1.479 -3.144 -0.0416
H -1.779 2.327 -3.867 0.2584
H -1.577 2.518 6.422 0.2339
H -5.470 2.406 -4.598 0.2550
H 1.721 5.213 1.366 0.1423
H -0.432 -2.936 5.618 0.1478
H -2.434 2.693 4.978 0.1160
H -1.077 -4.652 -1.536 0.2846
H -0.100 -5.921 -2.266 0.1943
H -0.985 2.643 -1.142 -0.1130
H 1.766 0.739 4.124 0.2280
H 4.830 -0.889 -4.571 0.2643
H -0.347 -0.328 -1.399 -0.7316
H -1.370 -1.696 2.714 -0.1190
H 1.802 -1.332 -3.220 0.1049
H 1.952 3.615 0.876 -0.0408
H 3.067 0.788 2.919 0.1166
H 2.950 6.073 2.742 0.1511
H 1.974 -2.546 1.319 -0.0943
H -1.105 6.296 -2.463 0.2105
H 3.331 -1.874 -4.299 0.1556
H 1.013 -5.564 -3.912 0.1739
H -0.191 -2.222 3.934 -0.1244
H 0.032 -0.618 0.473 -0.4826

***

Entry 8:
18
Properties=species:S:1:pos:R:3:nbo_charge:R:1 method="wB97M-V/def2-TZVPD" de_lowest_ev=2.065 lumo_energy_ev=0.50 gap_ev=9.336 smiles=Cc1cnc[nH]1.O.O
O 3.885 0.924 -0.081 -0.9255
O -5.104 0.331 -1.815 -0.9239
N 0.322 0.496 -0.341 -0.5573
N -0.837 1.128 1.458 -0.4511
C 0.429 -0.596 0.590 0.0746
C 1.367 -1.717 0.408 -0.6577
C -0.480 1.429 0.224 0.1749
C -0.359 -0.157 1.596 -0.0916
H 0.802 0.535 -1.222 0.4118
H 3.929 1.884 0.032 0.4666
H 2.916 0.873 -0.167 0.4587
H 2.447 -1.506 0.312 0.2392
H -5.760 -0.306 -2.126 0.4616
H -4.359 -0.281 -1.735 0.4623
H -0.717 -0.760 2.437 0.2049
H 1.081 -2.422 1.188 0.2400
H -0.622 2.416 -0.266 0.1968
H 1.061 -2.271 -0.494 0.2159